The following is a DFT calculation (the ωB97M-V functional and the def2-TZVPD basis) of one molecule with the formula C5H11NO3S.

Summary:
Kohn-Sham gap ... 9.94 eV
Energy ... -23829.280 eV

The geometry in ORCA input format:
```
! wB97M-V def2-TZVPD RIJCOSX def2/J DEFGRID3
* xyz 0 1
N 1.755 1.536 -0.109
C 0.966 0.428 -0.611
C 1.375 -0.723 0.161
C 0.571 -0.632 1.589
C -0.549 0.394 1.183
C -0.524 0.562 -0.351
S -1.394 -0.640 -1.360
O -1.308 -1.898 -0.543
O -0.829 -0.735 -2.738
O -2.923 -0.272 -1.312
H 1.366 2.553 -0.380
H 1.868 1.432 0.929
H 1.166 0.264 -1.703
H 1.050 -1.563 -0.411
H 2.465 -0.638 0.224
H 0.002 -1.621 1.639
H 1.220 -0.271 2.394
H -1.544 0.243 1.540
H -0.290 1.343 1.645
H -1.089 1.502 -0.531
H -3.353 -1.267 -1.254
*
```

The following is a DFT calculation (the ωB97M-V functional and the def2-TZVPD basis) of a 2-piece molecular cluster, C5H11NO5 overall.

Summary:
Kohn-Sham gap ... 9.39 eV
Energy ... -17086.711 eV

The geometry in ORCA input format:
```
! wB97M-V def2-TZVPD RIJCOSX def2/J DEFGRID3
* xyz 0 1
O -2.385 -1.025 1.290
C -2.570 -0.732 0.118
O -2.001 -1.315 -0.977
N -3.470 0.202 -0.225
O -3.471 0.832 -1.435
O -4.194 0.827 0.768
H -1.083 -1.548 -0.770
H -4.069 0.341 -2.052
H -3.610 1.333 1.334
C 1.377 1.544 0.709
C 0.644 0.198 0.893
C 0.834 -0.978 0.274
C 1.790 -1.167 -0.909
O 0.103 -2.189 0.378
H 2.347 1.259 0.073
H 1.545 1.822 1.731
H 0.661 2.179 0.273
H -0.248 0.160 1.642
H 1.521 -0.689 -1.911
H 1.844 -2.296 -0.931
H 2.669 -0.662 -0.582
H -0.654 -1.968 0.941
*
```

The following is a DFT calculation (the ωB97M-V functional and the def2-TZVPD basis) of a 2-piece molecular cluster, C5H11NOS overall.

Summary:
Kohn-Sham gap ... 4.36 eV
Energy ... -19729.738 eV

The geometry in ORCA input format:
```
! wB97M-V def2-TZVPD RIJCOSX def2/J DEFGRID3
* xyz 0 1
C -0.671 1.133 0.240
C -0.597 1.034 -1.213
C -0.051 -0.360 -1.577
S 1.851 -0.602 -1.310
C -1.624 0.233 0.833
N -1.363 0.016 2.281
C -0.002 -0.425 2.620
O -2.447 -0.594 0.250
H 4.334 -0.948 -3.418
H -0.104 1.920 0.776
H -1.630 1.248 -1.645
H 0.163 1.851 -1.787
H -0.275 -1.010 -0.755
H -0.356 -0.803 -2.557
H 3.691 -0.610 -3.361
H -2.094 -0.606 2.571
H 0.281 -1.460 2.397
H 0.671 0.190 2.007
H 0.222 -0.207 3.649
*
```